Model P:
22
Properties=species:S:1:pos:R:3 method="wB97M-V/def2-TZVPD" homo_energy_ev=-10.3 charge=0 smiles=OCCCCO.O.O gap_ev=10.8 multiplicity=1
O -0.2035 -2.3198 0.0423
C -1.5632 -1.9530 -0.2557
C -1.8094 -0.4714 -0.5095
C -0.8444 0.1704 -1.5235
C 0.6548 0.2616 -1.0645
O 1.6201 -0.4912 -1.7603
H 0.0179 -2.9683 -0.6262
H -1.9568 -2.4761 -1.1407
H -2.1455 -2.3614 0.5666
H -2.7905 -0.3624 -0.9575
H -1.6600 0.0567 0.4361
H -1.2116 1.1688 -1.7600
H -0.8317 -0.3364 -2.5035
H 0.6586 -0.0560 -0.0298
H 0.8100 1.3390 -1.1580
H 1.1506 -1.1430 -2.2681
O 3.3342 4.4992 2.5976
H 3.9535 4.4577 1.8870
H 3.0404 3.6324 2.8740
O 0.1580 -0.2777 2.6874
H -0.5124 0.4018 2.6165
H 0.1311 -0.7709 1.8499



Model Q:
22
Properties=species:S:1:pos:R:3 method="wB97M-V/def2-TZVPD" homo_energy_ev=-9.9 charge=0 smiles=OCCCCO.O.O gap_ev=10.5 multiplicity=1
O -1.8008 0.0581 0.7971
C -1.8096 0.9679 -0.3011
C -0.5344 1.4065 -0.9931
C 0.1080 0.4400 -1.9616
C 1.3857 -0.2683 -1.4082
O 0.9840 -1.4811 -0.6971
H -1.0710 -0.5656 0.7145
H -2.4310 0.4387 -1.0398
H -2.4972 1.7858 -0.0192
H -0.9258 2.3394 -1.4466
H 0.2107 1.8682 -0.3553
H 0.4505 0.8949 -2.8752
H -0.4705 -0.4588 -2.2684
H 1.9290 0.3884 -0.6887
H 1.9395 -0.6510 -2.2432
H 0.8979 -2.2359 -1.2811
O 0.6670 -1.7187 2.2173
H 1.3450 -1.3645 2.7967
H 0.9570 -1.8316 1.2990
O 0.6938 1.0153 1.7292
H -0.1340 1.5059 1.7259
H 0.3733 0.0967 1.8201



Ranked by calculated energy, most stable first: model Q, model P.



Model P:
27
Properties=species:S:1:pos:R:3 method="wB97M-V/def2-TZVPD" homo_energy_ev=-7.8 charge=0 smiles=Cc1c[nH]c2ccccc12.CC gap_ev=8.7 multiplicity=1
C 1.2203 1.3808 1.9902
C 0.1909 1.0019 0.9760
C -1.0831 0.5855 1.1679
N -1.6742 0.2666 -0.0304
C -0.7714 0.4480 -1.0389
C -0.9225 0.2692 -2.4030
C 0.0763 0.7979 -3.2085
C 1.1981 1.4406 -2.6710
C 1.3908 1.4293 -1.2983
C 0.4309 0.9024 -0.4375
H 1.8985 2.1344 1.6121
H 1.7861 0.4924 2.2959
H 0.7842 1.7177 2.9354
H -1.5876 0.5939 2.1206
H -2.5953 -0.1258 -0.0903
H -1.8002 -0.1399 -2.8684
H -0.0129 0.6752 -4.2816
H 1.8809 1.9222 -3.3522
H 2.2667 1.9802 -0.9626
C 0.2387 -4.0302 2.6205
C -0.4311 -2.6638 2.3143
H -0.4378 -4.8681 2.5287
H 1.1032 -4.1489 1.9612
H 0.7260 -4.0211 3.5986
H -0.3483 -1.9775 3.1552
H 0.1008 -2.1837 1.5112
H -1.4529 -2.8537 1.9932



Model Q:
27
Properties=species:S:1:pos:R:3 method="wB97M-V/def2-TZVPD" homo_energy_ev=-7.8 charge=0 smiles=Cc1c[nH]c2ccccc12.CC gap_ev=8.7 multiplicity=1
C -0.9941 0.8813 -1.8879
C -1.2384 -0.1087 -0.7997
C -2.1839 -1.1160 -0.7095
N -2.0260 -1.8607 0.4354
C -0.8843 -1.4106 1.0589
C -0.3653 -1.9343 2.2474
C 0.7512 -1.2645 2.7343
C 1.3121 -0.1909 2.0418
C 0.8009 0.2606 0.8576
C -0.3906 -0.2780 0.4023
H -0.0437 1.3858 -1.6491
H -1.7563 1.6371 -1.9958
H -0.7299 0.4204 -2.8419
H -2.9428 -1.2725 -1.4713
H -2.4817 -2.7482 0.5452
H -0.7641 -2.6734 2.8986
H 1.1746 -1.6283 3.6513
H 2.2593 0.2031 2.4223
H 1.2848 1.0226 0.2404
C 1.9356 3.2010 -1.7683
C 2.2196 2.0858 -2.7447
H 2.1041 3.0533 -0.6651
H 2.2968 4.1470 -2.0631
H 0.8284 3.3083 -1.6195
H 1.7121 2.1029 -3.7304
H 2.1444 1.1094 -2.3296
H 3.2221 2.1560 -3.1774



Ranked by calculated energy, most stable first: model P, model Q.



Model P:
27
Properties=species:S:1:pos:R:3 method="wB97M-V/def2-TZVPD" homo_energy_ev=-7.8 charge=0 smiles=Cc1c[nH]c2ccccc12.CC gap_ev=8.8 multiplicity=1
C -2.0608 0.7403 -1.4408
C -1.6338 -0.6513 -1.5104
C -2.0767 -1.6221 -2.3497
N -1.4855 -2.8504 -1.9701
C -0.7783 -2.6526 -0.8140
C -0.2459 -3.5460 0.1162
C 0.5531 -2.9603 1.1065
C 0.7158 -1.6080 1.2743
C -0.0392 -0.6726 0.5078
C -0.8041 -1.2690 -0.4629
H -1.8240 1.3717 -2.3229
H -1.5781 1.4036 -0.6875
H -3.0801 0.7388 -1.0681
H -2.7191 -1.3807 -3.1925
H -1.8225 -3.6979 -2.3749
H -0.0943 -4.6146 0.1376
H 1.0489 -3.6102 1.8884
H 1.1020 -1.2376 2.2397
H -0.1718 0.4020 0.6908
C 2.5422 3.1889 1.8311
C 1.6544 3.7127 0.7337
H 3.0369 4.0508 2.2937
H 2.1229 2.5378 2.5906
H 3.3479 2.5634 1.3942
H 2.0491 4.6217 0.2877
H 0.6828 4.0669 1.1535
H 1.5579 2.9750 -0.0520



Model Q:
27
Properties=species:S:1:pos:R:3 method="wB97M-V/def2-TZVPD" homo_energy_ev=-7.9 charge=0 smiles=Cc1c[nH]c2ccccc12.CC gap_ev=8.8 multiplicity=1
C -1.7730 1.5506 0.2471
C -0.2925 1.3505 0.0867
C 0.6960 1.5674 0.9675
N 1.9417 1.2906 0.3988
C 1.7231 0.8871 -0.8951
C 2.6528 0.5806 -1.8693
C 2.1835 0.3692 -3.1527
C 0.8225 0.3916 -3.4482
C -0.1223 0.7386 -2.4836
C 0.3360 0.9795 -1.1960
H -2.0619 2.4614 0.7613
H -2.2257 0.6208 0.6029
H -2.2930 1.6064 -0.7195
H 0.6012 1.8737 1.9947
H 2.7059 1.1077 1.0295
H 3.7206 0.7095 -1.7417
H 2.9217 -0.0053 -3.8542
H 0.5192 0.0770 -4.4365
H -1.1658 0.6030 -2.7324
C -1.8837 -1.8543 2.9060
C -0.8059 -2.7917 2.3405
H -2.3839 -1.3637 2.0707
H -2.6277 -2.4772 3.3928
H -1.4546 -1.0887 3.5477
H -1.0749 -3.0502 1.2901
H -0.8124 -3.7390 2.8704
H 0.1530 -2.3953 2.0225



Ranked by calculated energy, most stable first: model Q, model P.



Model P:
27
Properties=species:S:1:pos:R:3 method="wB97M-V/def2-TZVPD" homo_energy_ev=-7.9 charge=0 smiles=Cc1c[nH]c2ccccc12.CC gap_ev=8.9 multiplicity=1
C 1.9405 -2.0073 -0.3253
C 1.6062 -0.8487 0.6507
C 1.7558 -0.8296 2.0353
N 1.1374 0.4038 2.5422
C 0.8113 1.1246 1.4128
C 0.2196 2.3930 1.3845
C 0.0229 3.0034 0.1552
C 0.2916 2.2994 -1.0435
C 0.8567 1.0472 -1.0063
C 1.0703 0.4027 0.2832
H 3.0315 -1.9473 -0.8300
H 1.2674 -1.9212 -1.2289
H 1.6229 -2.9254 0.2148
H 2.1846 -1.5122 2.7776
H 0.9898 0.6007 3.4459
H -0.0144 2.8391 2.4059
H -0.2986 4.1197 0.1388
H 0.1499 2.7509 -1.9845
H 1.2299 0.4755 -1.9133
C -2.4278 -0.8718 -1.8576
C -2.4967 -1.6001 -0.4340
H -2.6828 -1.6351 -2.6298
H -3.2015 -0.0655 -1.9245
H -1.4333 -0.3966 -1.9799
H -2.1865 -0.7154 0.1939
H -1.8951 -2.4157 -0.1996
H -3.5512 -1.7682 -0.2838



Model Q:
27
Properties=species:S:1:pos:R:3 method="wB97M-V/def2-TZVPD" homo_energy_ev=-7.9 charge=0 smiles=Cc1c[nH]c2ccccc12.CC gap_ev=8.8 multiplicity=1
C -0.2002 -1.4811 -2.2212
C -1.0537 -0.5132 -1.4613
C -2.3159 -0.1396 -1.8064
N -2.7581 0.8543 -0.9510
C -1.7926 1.0896 -0.0063
C -1.8316 1.9264 1.1060
C -0.7118 1.9678 1.9111
C 0.4082 1.1753 1.5997
C 0.4423 0.3433 0.5055
C -0.6886 0.2760 -0.3237
H -0.7835 -1.9984 -2.9826
H 0.1961 -2.2521 -1.5499
H 0.6295 -1.0026 -2.7458
H -2.9890 -0.4484 -2.5883
H -3.7297 1.0940 -0.8662
H -2.6954 2.5300 1.3502
H -0.6689 2.6052 2.7813
H 1.1960 1.0864 2.3443
H 1.3273 -0.2354 0.3002
C 4.1033 -1.2157 0.6466
C 3.9573 -2.6919 1.0366
H 4.8423 -0.7418 1.2952
H 4.2825 -1.1324 -0.4250
H 3.2255 -0.6015 0.8268
H 3.5491 -3.2965 0.2219
H 3.3674 -2.8294 1.9428
H 4.9682 -3.0909 1.1791



Model R:
27
Properties=species:S:1:pos:R:3 method="wB97M-V/def2-TZVPD" homo_energy_ev=-7.9 charge=0 smiles=Cc1c[nH]c2ccccc12.CC gap_ev=8.8 multiplicity=1
C 3.3956 -0.4686 -1.1818
C 2.0434 0.1042 -1.2407
C 1.2352 0.1310 -2.3308
N 0.0183 0.7763 -2.0561
C 0.0446 1.0867 -0.7331
C -1.0160 1.4321 0.1335
C -0.6532 1.7309 1.4483
C 0.6062 1.5193 2.0196
C 1.6135 1.0351 1.2198
C 1.3171 0.6574 -0.1269
H 4.1733 0.0940 -1.7783
H 3.2913 -1.5212 -1.6700
H 3.6616 -0.7656 -0.1688
H 1.3716 -0.0344 -3.3666
H -0.6799 0.5715 -2.6319
H -1.8720 1.8902 -0.4023
H -1.3739 2.3910 1.9624
H 0.7950 1.5139 3.1133
H 2.4820 0.5945 1.9098
C -2.3233 -0.9488 0.3712
C -2.8315 -2.2535 0.9819
H -3.0360 -0.0636 0.5092
H -1.4291 -0.4401 0.9153
H -1.9162 -1.1056 -0.6988
H -3.6501 -2.7848 0.6806
H -3.2890 -2.1314 1.9911
H -1.9784 -3.0104 1.1299



Ranked by calculated energy, most stable first: model Q, model P, model R.